Record 1
Formula: C28H24BrClInO6S2
Source: the Open Molecules 2025 dataset
Level of theory: ωB97M-V with the def2-TZVPD basis set

Its HOMO-LUMO gap is 7.5 eV. The net charge is -1. The electronic energy is -5553.363867 hartree.

Cartesian coordinates (Å):
In1 -0.3876 0.2986 -0.5002
O1 -1.6420 -3.6258 0.7799
Cl1 -0.7583 -2.5562 0.4883
O2 -0.9352 -1.4487 1.4118
O3 -1.0761 -1.9928 -0.8455
O4 0.5963 -2.9858 0.4944
Br1 0.1207 0.7481 -3.0653
C1 9.9519 4.0720 -0.4827
C2 8.5869 3.4274 -0.4689
O5 7.5728 4.0304 -0.6812
S1 8.6561 1.6891 -0.0829
C3 6.9367 1.2737 -0.0689
C4 6.2533 1.1849 1.1375
C5 4.9115 0.8572 1.1527
C6 4.2286 0.6158 -0.0412
C7 4.9258 0.7002 -1.2496
C8 6.2678 1.0211 -1.2609
C9 2.8336 0.3383 -0.0422
C10 1.6407 0.1304 -0.0278
H1 10.0004 4.7566 -1.3268
H2 10.7581 3.3443 -0.5402
H3 10.0617 4.6487 0.4366
H4 6.7740 1.3820 2.0645
H5 4.3702 0.7942 2.0858
H6 4.3908 0.5251 -2.1733
H7 6.8019 1.0876 -2.1997
C11 0.8808 4.4533 -4.7810
C12 1.0279 4.2978 -3.3005
C13 2.2821 4.1759 -2.7194
C14 2.4136 3.8938 -1.3697
C15 1.2742 3.7669 -0.5971
C16 0.0101 3.9078 -1.1503
C17 -0.1019 4.1755 -2.4983
S2 1.4384 3.2643 1.0977
C18 1.0483 4.8554 1.8510
O6 0.2305 2.4365 1.4010
H8 1.8124 4.7768 -5.2400
H9 0.1036 5.1768 -5.0295
H10 0.5983 3.4981 -5.2238
H11 3.1675 4.2485 -3.3353
H12 3.3899 3.7405 -0.9345
H13 -0.8681 3.7210 -0.5471
H14 -1.0835 4.2241 -2.9518
H15 0.0610 5.1780 1.5265
H16 1.8035 5.5805 1.5596
H17 1.0624 4.7087 2.9269
C19 -5.5820 0.4495 -2.9026
C20 -4.3220 -0.1300 -3.1521
C21 -3.2859 0.0621 -2.2843
C22 -3.4371 0.8389 -1.1066
C23 -2.3679 1.0347 -0.1766
C24 -2.6446 1.7248 0.9757
C25 -3.9222 2.2584 1.2477
C26 -4.9361 2.1071 0.3505
C27 -4.7162 1.3884 -0.8478
C28 -5.7703 1.1919 -1.7739
H18 -6.3965 0.2956 -3.6000
H19 -4.1716 -0.7344 -4.0369
H20 -2.3223 -0.3746 -2.5063
H21 -1.8668 1.8895 1.7082
H22 -4.0886 2.7906 2.1764
H23 -5.9224 2.5106 0.5450
H24 -6.7350 1.6349 -1.5574

Record 2
Formula: C26H53N3PdS2SbSi4
Source: the Open Molecules 2025 dataset
Level of theory: ωB97M-V with the def2-TZVPD basis set

As for the spin multiplicity: 5. Its HOMO-LUMO gap (alpha / beta) is 6.0 / 5.4 eV. The net charge is +1. The electronic energy is -3509.009249 hartree.

Cartesian coordinates (Å):
Pd1 0.0665 -0.6682 0.2804
S1 -2.8645 -3.3820 -1.1250
C1 -1.6925 -3.8534 -2.2633
C2 -2.0669 -4.4842 -3.4671
C3 -1.1185 -4.9288 -4.3644
C4 -1.5255 -5.5421 -5.5956
N1 -1.8495 -6.0254 -6.5835
C5 0.2500 -4.7804 -4.0533
C6 0.6397 -4.1632 -2.8735
C7 -0.3204 -3.6781 -1.9940
S2 0.2491 -2.9221 -0.5238
C8 1.2591 -5.2795 -4.9401
N2 2.0694 -5.6871 -5.6423
H1 -3.1193 -4.6195 -3.6750
H2 1.6932 -4.0572 -2.6528
N3 -1.9112 -0.0546 -1.9877
H3 -2.3385 -0.8738 -1.5621
H4 -1.2924 -0.3951 -2.7193
H5 -2.6495 0.4528 -2.4645
C9 3.2795 -1.7797 -0.5770
Si1 2.3481 -0.1308 -0.6673
C10 3.3379 1.1141 0.4021
C11 2.8732 2.5546 0.1804
C12 3.1527 0.7204 1.8718
C13 4.8421 1.0535 0.0923
C14 2.1081 0.3911 -2.5028
C15 1.5554 -0.7965 -3.3015
C16 3.4483 0.7999 -3.1259
C17 1.1175 1.5584 -2.6294
H6 4.3308 -1.6204 -0.3406
H7 3.2368 -2.3104 -1.5284
H8 2.8841 -2.4496 0.1878
H9 1.8024 2.6829 0.3676
H10 3.0747 2.8930 -0.8351
H11 3.4165 3.2259 0.8520
H12 2.1011 0.7371 2.1686
H13 3.6983 1.4121 2.5188
H14 3.5369 -0.2826 2.0666
H15 5.0721 1.2467 -0.9534
H16 5.2834 0.0972 0.3663
H17 5.3518 1.8187 0.6841
H18 2.2705 -1.6165 -3.3702
H19 1.3323 -0.4786 -4.3236
H20 0.6352 -1.1927 -2.8674
H21 4.2109 0.0256 -3.0188
H22 3.8350 1.7244 -2.6977
H23 3.3080 0.9722 -4.1976
H24 0.1923 1.3776 -2.0766
H25 0.8571 1.7114 -3.6805
H26 1.5454 2.4919 -2.2668
C18 -0.8913 4.8085 2.0059
Si2 -0.5400 3.2390 2.9562
C19 1.2137 3.1759 3.5645
C20 -1.6954 3.0641 4.4112
Sb1 -0.9926 1.4949 1.0434
Si3 -3.5582 1.6275 0.7054
C21 -4.3252 2.3935 2.2260
C22 -3.7701 2.7954 -0.7358
C23 -4.2551 -0.0864 0.4308
Si4 -0.8997 -1.5959 2.3120
C24 -1.7193 -0.5378 3.6228
C25 0.7972 -2.0771 2.9687
C26 -1.9712 -3.1103 2.0895
H27 -0.7672 5.6752 2.6572
H28 -1.9107 4.8296 1.6207
H29 -0.2090 4.9224 1.1640
H30 1.3365 4.0032 4.2677
H31 1.9437 3.2960 2.7707
H32 1.4327 2.2519 4.0994
H33 -1.3096 3.7324 5.1847
H34 -1.7299 2.0644 4.8357
H35 -2.7119 3.3720 4.1811
H36 -3.9440 3.3990 2.3999
H37 -4.1574 1.8013 3.1248
H38 -5.4043 2.4735 2.0792
H39 -3.3499 3.7690 -0.4786
H40 -4.8275 2.9421 -0.9633
H41 -3.2710 2.4549 -1.6400
H42 -3.7176 -0.8361 1.0134
H43 -4.2289 -0.3887 -0.6138
H44 -5.2983 -0.1035 0.7534
H45 -1.0488 0.2448 3.9710
H46 -1.9347 -1.1941 4.4699
H47 -2.6612 -0.0811 3.3185
H48 1.2406 -1.2421 3.5119
H49 1.5057 -2.3853 2.1964
H50 0.6907 -2.9185 3.6570
H51 -2.9524 -2.8827 1.6733
H52 -2.1151 -3.5264 3.0892
H53 -1.5099 -3.8732 1.4652

Record 3
Formula: C36H36N7O4SeTa
Source: the Open Molecules 2025 dataset
Level of theory: ωB97M-V with the def2-TZVPD basis set

Its HOMO-LUMO gap is 6.9 eV. The net charge is +2. The electronic energy is -4535.825861 hartree.

Cartesian coordinates (Å):
Ta1 -0.0113 -0.4743 -0.1181
C1 0.2357 7.0419 0.6617
C2 -0.0552 5.6427 0.1927
C3 -1.3042 5.2646 -0.2341
C4 -1.5935 3.9562 -0.6730
C5 -2.9313 3.6897 -1.0066
N1 -3.3878 2.5677 -1.4829
C6 -4.8059 2.2608 -1.5964
C7 -5.3715 2.5012 -2.9982
C8 -4.5963 1.7348 -4.0707
N2 -4.4201 0.3439 -3.6506
C9 -3.2751 -0.2508 -3.4593
C10 -2.0332 0.1773 -3.9716
C11 -1.9365 0.8254 -5.2273
C12 -0.7274 1.0688 -5.8234
C13 -0.6060 1.6840 -7.1893
C14 0.4214 0.6674 -5.1274
C15 0.3837 0.0845 -3.8747
C16 1.6327 -0.3308 -3.2692
N3 1.8078 -0.6160 -2.0473
C17 3.1567 -1.0140 -1.6671
C18 3.8778 0.1491 -1.0074
C19 3.1958 0.5873 0.2796
N4 1.8660 1.1585 0.0469
C20 1.8132 2.4378 0.0276
C21 0.6973 3.3282 -0.1561
C22 0.9233 4.6518 0.2105
C23 -0.5823 2.9269 -0.6441
O1 -0.8038 1.7339 -1.0699
C24 -0.8545 -0.1669 -3.2379
O2 -0.9532 -0.7032 -2.0668
H1 -0.4315 7.7603 0.1894
H2 1.2635 7.3274 0.4421
H3 0.0944 7.1155 1.7418
H4 -2.1057 5.9959 -0.2458
H5 -3.6666 4.4665 -0.8157
H6 -2.6788 1.8398 -1.5890
H7 -5.3574 2.8547 -0.8687
H8 -4.9372 1.2178 -1.3142
H9 -5.3275 3.5629 -3.2437
H10 -6.4248 2.2108 -2.9997
H11 -3.6111 2.1749 -4.1970
H12 -5.1310 1.7820 -5.0195
H13 -5.2636 -0.1265 -3.3479
H14 -3.2904 -1.1596 -2.8615
H15 -2.8459 1.0387 -5.7764
H16 -1.5683 2.0344 -7.5564
H17 -0.2168 0.9532 -7.9001
H18 0.0886 2.5239 -7.1712
H19 1.3868 0.8094 -5.6032
H20 2.4776 -0.3995 -3.9616
H21 3.7261 -1.3463 -2.5395
H22 3.0835 -1.8490 -0.9709
H23 3.9358 0.9919 -1.7012
H24 4.8953 -0.1600 -0.7631
H25 3.8314 1.3182 0.7867
H26 3.0921 -0.2804 0.9271
H27 2.7518 2.9720 0.2015
H28 1.9176 4.9286 0.5484
O3 -1.0353 2.5678 2.4860
C25 -0.6289 1.4613 2.2446
N5 -1.2411 0.4911 1.4376
C26 -2.6004 0.5799 1.2554
O4 -3.3516 1.4800 1.5542
C27 -3.1589 -0.6841 0.6727
C28 -4.4959 -1.0110 0.8388
C29 -4.9503 -2.2074 0.3065
C30 -4.0602 -3.0178 -0.3872
C31 -2.7409 -2.6120 -0.5038
N6 -2.3066 -1.4688 0.0218
C32 0.6092 0.9150 2.8730
C33 1.2019 1.5261 3.9630
C34 2.2875 0.8955 4.5535
C35 2.7088 -0.3257 4.0514
C36 2.0638 -0.8484 2.9399
N7 1.0490 -0.2276 2.3500
H29 -5.1370 -0.3397 1.3933
H30 -5.9795 -2.5121 0.4443
H31 -4.3729 -3.9631 -0.8073
H32 -1.9996 -3.2165 -1.0114
H33 0.8029 2.4612 4.3309
H34 2.7876 1.3386 5.4041
H35 3.5237 -0.8699 4.5070
H36 2.3547 -1.7999 2.5080
Se1 0.7220 -2.6731 0.2286